1.
C22H28N4O3S2Y | ωB97M-V/def2-TZVPD

Output
HOMO = -10.112 eV
total charge = +1
Kohn-Sham gap = 6.493 eV
energy above the lowest of the compared OMol25 structures with the same formula, charge and spin = 1.142 eV

Geometry (Å):
Y  -9.3770  -15.7666  -0.5287
C  -15.2819  -13.6868  -1.2284
O  -15.1402  -15.0815  -0.8079
C  -15.2536  -15.4722  0.4601
C  -15.7649  -14.7004  1.4623
C  -15.6697  -15.1203  2.7981
C  -15.0868  -16.3319  3.0702
C  -14.6094  -17.1605  2.0903
C  -14.6743  -16.6711  0.8444
N  -14.1542  -17.4751  -0.2711
C  -12.8656  -17.7006  -0.3826
C  -12.1392  -18.4770  -1.3314
C  -12.7497  -19.0957  -2.4604
C  -12.0399  -19.9376  -3.2421
C  -10.6614  -20.0324  -3.0282
C  -9.9853  -19.4602  -1.9403
C  -10.7118  -18.5141  -1.1855
O  -10.1465  -17.7645  -0.3006
H  -14.5605  -13.0443  -0.7316
H  -16.2881  -13.3189  -0.8560
H  -15.2382  -13.5786  -2.3457
H  -16.1672  -13.7322  1.1988
H  -15.9763  -14.4201  3.5345
H  -15.0259  -16.6000  4.1387
H  -14.2705  -18.2025  2.2064
H  -14.7634  -17.9165  -0.9369
H  -12.3185  -17.2943  0.4225
H  -13.8426  -18.9093  -2.6118
H  -12.5289  -20.4740  -4.0418
H  -10.0445  -20.6883  -3.6268
H  -8.8955  -19.5920  -1.8681
C  -7.9086  -12.4456  -0.7992
C  -8.7996  -12.8874  0.3195
C  -8.8115  -12.5698  1.6846
C  -9.9262  -13.2228  2.2704
C  -10.6131  -13.7898  1.2366
C  -11.9911  -14.5300  1.1642
N  -9.9396  -13.6273  0.0634
H  -8.5126  -12.0230  -1.5765
H  -7.3135  -13.2846  -1.1854
H  -7.3682  -11.6666  -0.2864
H  -8.2696  -11.7118  2.1181
H  -10.2801  -13.1477  3.3105
H  -12.7190  -13.8797  1.7233
H  -12.0653  -15.5318  1.5605
H  -12.3346  -14.5968  0.1420
N  -7.8733  -15.6593  1.3950
N  -9.0055  -16.3477  1.9907
H  -6.9303  -16.0810  1.6435
H  -7.9252  -14.7168  1.6598
H  -9.2874  -16.0027  2.8948
H  -8.8579  -17.2789  2.0662
C  -7.3539  -18.1245  -4.5491
O  -8.6481  -17.5931  -4.2707
C  -8.7338  -16.7214  -3.2772
S  -7.3567  -16.4129  -2.2655
S  -10.2034  -15.9397  -3.1962
H  -7.5647  -18.7645  -5.3866
H  -7.0132  -18.7358  -3.7008
H  -6.6560  -17.3250  -4.8755

These are the Mulliken partial charges, in e, on atoms 1 to 4: Y 0.77; C -0.81; O -0.45; C 0.71

=====

2.
C22H28N4O4 | ωB97M-V/def2-TZVPD

Output
HOMO = -8.179 eV
Kohn-Sham gap = 8.592 eV
energy above the lowest of the compared OMol25 structures with the same formula, charge and spin = 1.931 eV
SMILES = COc1ccc(CC(=O)N2CCC(n3nccc3NC(=O)[C@@H]3CCOC3)CC2)cc1

Geometry (Å):
C  -8.8670  -2.1014  0.6422
O  -8.4736  -0.8473  0.1444
C  -7.1511  -0.6388  -0.1205
C  -6.1481  -1.5881  0.0282
C  -4.8381  -1.2598  -0.2780
C  -4.4991  0.0015  -0.7381
C  -3.0699  0.3565  -1.0317
C  -2.4009  0.9357  0.2182
O  -2.9869  1.0425  1.2767
N  -1.1218  1.3576  0.0657
C  -0.2548  1.1210  -1.0618
C  0.7232  -0.0093  -0.7257
C  1.5575  0.3561  0.5132
N  2.5448  1.3614  0.1869
N  2.2099  2.6515  0.0526
C  3.3135  3.2932  -0.2693
C  4.4021  2.4205  -0.3639
C  3.8684  1.1815  -0.0700
N  4.4612  -0.0681  -0.0327
C  5.7987  -0.3174  -0.1111
O  6.6519  0.5238  -0.2631
C  6.1063  -1.8109  -0.0105
C  5.5108  -2.5768  -1.2110
C  4.3233  -3.3499  -0.6005
O  4.0939  -2.7843  0.6771
C  5.3745  -2.4561  1.1787
C  0.6440  0.8059  1.6627
C  -0.3887  1.8425  1.2180
C  -5.5079  0.9475  -0.8790
C  -6.8156  0.6354  -0.5790
H  -8.6560  -2.9038  -0.0730
H  -9.9428  -2.0336  0.7973
H  -8.3784  -2.3275  1.5958
H  -6.3688  -2.5823  0.3845
H  -4.0684  -2.0082  -0.1500
H  -2.5210  -0.5339  -1.3463
H  -3.0265  1.1026  -1.8280
H  -0.8244  0.8761  -1.9562
H  0.3142  2.0389  -1.2455
H  1.3827  -0.1945  -1.5761
H  0.1653  -0.9235  -0.5129
H  2.1009  -0.5356  0.8499
H  3.2933  4.3530  -0.4256
H  5.4202  2.6392  -0.6019
H  3.8628  -0.8640  0.1634
H  7.1875  -1.9230  0.0613
H  6.2382  -3.2587  -1.6463
H  5.1817  -1.8893  -1.9896
H  3.4000  -3.2605  -1.1740
H  4.5730  -4.4130  -0.4917
H  5.2483  -1.7924  2.0345
H  5.8998  -3.3651  1.5004
H  1.2501  1.2216  2.4680
H  0.1219  -0.0746  2.0422
H  -1.1069  2.0241  2.0184
H  0.1184  2.7711  0.9464
H  -5.2637  1.9418  -1.2236
H  -7.6028  1.3650  -0.6854

These are the Mulliken partial charges, in e, on atoms 1 to 4: C -0.83; O -0.45; C 0.91; C -0.52

=====

3.
C22H28N6O | ωB97M-V/def2-TZVPD

Output
HOMO = -8.177 eV
Kohn-Sham gap = 8.798 eV
energy above the lowest of the compared OMol25 structures with the same formula, charge and spin = 1.053 eV
SMILES = CCn1cc(CN2CCC(n3nccc3NC(=O)Cc3ccccc3)CC2)cn1

Geometry (Å):
C  1.0064  3.4817  -6.1087
C  0.0000  2.6129  -5.3576
N  0.5663  2.0799  -4.1485
C  0.7392  2.7146  -2.9729
C  1.3748  1.8328  -2.1226
C  1.7404  2.0421  -0.6911
N  0.5389  2.0643  0.1347
C  0.7554  2.5155  1.4941
C  1.4334  1.4776  2.3995
C  0.6037  0.1975  2.3980
N  1.2335  -0.8153  3.2198
N  2.4567  -0.6367  3.7075
C  2.7751  -1.7422  4.3520
C  1.7383  -2.6754  4.2858
C  0.7549  -2.0377  3.5514
N  -0.4786  -2.5527  3.1423
C  -1.6900  -1.9389  3.2299
O  -1.8571  -0.8418  3.7108
C  -2.8057  -2.7461  2.5741
C  -2.6426  -2.5581  1.0890
C  -3.0966  -1.3904  0.4869
C  -2.8796  -1.1642  -0.8601
C  -2.2010  -2.1004  -1.6222
C  -1.7526  -3.2694  -1.0324
C  -1.9703  -3.4963  0.3156
C  0.4415  -0.2935  0.9565
C  -0.2037  0.8220  0.1233
C  1.5422  0.6763  -2.9024
N  1.0554  0.8452  -4.1171
H  1.3119  4.3270  -5.4964
H  1.8881  2.8971  -6.3583
H  0.5625  3.8570  -7.0266
H  -0.8898  3.1971  -5.1046
H  -0.2922  1.7603  -5.9741
H  0.4010  3.7177  -2.8116
H  2.4618  1.2657  -0.3902
H  2.2252  3.0166  -0.5777
H  1.3499  3.4313  1.4664
H  -0.2277  2.7606  1.9102
H  2.4396  1.2574  2.0420
H  1.5187  1.8655  3.4139
H  -0.3872  0.4070  2.8203
H  3.7260  -1.8302  4.8381
H  1.6996  -3.6576  4.7100
H  -0.4582  -3.5183  2.8475
H  -2.7357  -3.7990  2.8495
H  -3.7599  -2.3424  2.9117
H  -3.6133  -0.6549  1.0855
H  -3.2352  -0.2520  -1.3153
H  -2.0213  -1.9196  -2.6712
H  -1.2276  -4.0066  -1.6218
H  -1.6202  -4.4163  0.7647
H  1.4210  -0.5512  0.5479
H  -0.1892  -1.1817  0.9102
H  -0.3212  0.4918  -0.9105
H  -1.1985  1.0303  0.5296
H  1.9936  -0.2560  -2.6248

These are the Mulliken partial charges, in e, on atoms 1 to 4: C -1.07; C -0.53; N 0.88; C -0.83

=====

4.
C22H28N8O3RuS4Si | ωB97M-V/def2-TZVPD

Output
HOMO (alpha / beta) = -4.564 / -4.440 eV
total charge = -1
Kohn-Sham gap (alpha / beta) = 6.598 / 6.454 eV
spin multiplicity = 2
energy above the lowest of the compared OMol25 structures with the same formula, charge and spin = 0.000 eV

Geometry (Å):
Ru  -1.3316  0.2952  0.0137
N  -4.6119  -0.7086  2.6937
C  -3.7093  -0.4508  1.7046
S  -2.2023  0.2627  2.1627
N  -4.0819  -0.8010  0.4971
N  -3.1089  -0.5516  -0.4272
C  -3.3399  -0.8850  -1.6388
C  -2.3203  -0.5090  -2.6035
C  -2.3897  -0.8116  -3.9513
C  -1.3690  -0.3905  -4.7876
C  -0.3107  0.3263  -4.2565
C  -0.3058  0.5965  -2.9003
N  -1.2887  0.1827  -2.0953
H  -4.5080  -0.1631  3.5319
H  -5.5554  -0.8711  2.3803
H  -4.2711  -1.3673  -1.9151
H  -3.2330  -1.3770  -4.3248
H  -1.3951  -0.6286  -5.8432
H  0.5196  0.6561  -4.8630
H  0.5100  1.1228  -2.4276
N  6.5834  -1.6519  2.5947
C  5.6176  -1.5867  1.5743
C  5.1124  -0.3549  1.1635
C  4.1849  -0.2851  0.1398
C  3.7591  -1.4491  -0.4852
C  4.2605  -2.6804  -0.0921
C  5.1912  -2.7470  0.9318
S  2.5398  -1.3428  -1.7537
O  2.6505  -2.5250  -2.5749
O  2.7351  -0.0673  -2.4060
N  1.1380  -1.2137  -1.0008
C  0.6234  -2.2075  -0.2757
N  -0.5928  -1.9267  0.3046
C  -1.2333  -2.9108  0.9072
C  -0.7135  -4.1870  1.0243
C  0.5595  -4.3563  0.5034
N  1.2269  -3.4131  -0.1304
H  6.5335  -0.8804  3.2418
H  6.5880  -2.5314  3.0872
H  5.4409  0.5521  1.6586
H  3.7714  0.6657  -0.1715
H  3.9092  -3.5716  -0.5907
H  5.5903  -3.7069  1.2412
H  -2.1944  -2.6495  1.3426
H  -1.2441  -4.9804  1.5283
H  1.0702  -5.3115  0.6026
C  1.4535  3.0058  4.3407
O  1.3076  2.0533  3.2944
C  0.5861  2.3912  2.2006
S  -0.1812  3.8523  2.0868
S  0.7395  1.1296  1.0244
H  2.0821  2.5180  5.0833
H  0.4841  3.2658  4.7660
H  1.9238  3.9198  3.9773
C  -3.5175  2.4224  -1.8532
Si  -2.1732  2.4807  -0.4941
C  -0.8884  3.6181  -1.2844
C  -3.1658  3.3254  0.8694
H  -3.8603  3.4536  -1.9993
H  -4.3893  1.8305  -1.5607
H  -3.1612  2.0641  -2.8216
H  -0.9506  4.6235  -0.8659
H  -1.0613  3.6780  -2.3642
H  0.1245  3.2577  -1.1064
H  -3.2406  4.3973  0.6623
H  -2.7387  3.1966  1.8637
H  -4.1777  2.9079  0.8664

These are the Mulliken partial charges, in e, on atoms 1 to 4: Ru 0.31; N -0.47; C 0.43; S -0.40